The following is a DFT calculation (the ωB97M-V functional and the def2-TZVPD basis) of a molecular structure, C34H35I2N8O3Pd.

Results
Total charge: +3
Energy relative to the best compared isomer or geometry (same formula, charge and spin) in kJ/mol: 0.0
HOMO (alpha / beta) in eV: -15.03 / -15.03

Last column: Mulliken charge in e.
Geometry (Å):
Pd: 2.353 0.937 0.919  -0.30
I: 4.215 2.669 2.070  0.36
C: 5.609 1.070 1.897  -0.87
I: 4.488 -0.662 1.378  0.42
H: 6.081 0.906 2.859  0.51
H: 6.320 1.297 1.112  0.47
C: -3.770 -3.880 0.706  -0.98
O: -2.471 -3.347 0.410  -0.37
C: -1.731 -3.986 -0.527  0.74
C: -2.121 -5.106 -1.243  -0.34
C: -1.247 -5.676 -2.160  -0.86
C: 0.022 -5.156 -2.352  -1.17
C: 0.427 -4.041 -1.630  -0.23
C: -0.456 -3.447 -0.742  -0.10
N: -0.149 -2.315 0.082  0.10
C: 0.716 -1.338 -0.134  -0.20
N: 1.211 -1.141 -1.361  0.33
C: 2.160 -0.210 -1.785  -0.96
C: 2.733 0.794 -1.043  1.57
C: 3.617 1.731 -1.532  -0.36
C: 3.975 1.621 -2.876  -1.03
C: 3.451 0.611 -3.665  -0.43
C: 2.541 -0.291 -3.139  0.64
O: 2.015 -1.316 -3.851  -0.51
C: 1.184 -0.977 -4.994  -0.81
N: 1.039 -0.531 0.884  0.76
C: 0.887 -0.852 2.230  0.29
C: 0.037 -0.091 3.055  -0.80
C: -0.112 -0.416 4.383  -1.09
C: 0.577 -1.517 4.895  -0.79
C: 1.406 -2.299 4.101  -0.57
C: 1.574 -1.973 2.764  0.96
O: 2.346 -2.650 1.891  -0.09
C: 2.882 -3.928 2.308  -1.18
H: -4.189 -3.240 1.474  0.24
H: -3.691 -4.900 1.081  0.42
H: -4.405 -3.853 -0.180  0.39
H: -3.099 -5.540 -1.097  0.48
H: -1.567 -6.546 -2.716  0.43
H: 0.709 -5.620 -3.046  0.44
H: 1.444 -3.688 -1.748  0.59
H: -0.724 -2.265 0.916  0.51
H: 0.880 -1.761 -2.094  0.36
H: 4.036 2.515 -0.920  0.33
H: 4.687 2.322 -3.291  0.47
H: 3.744 0.508 -4.702  0.63
H: 1.391 -1.710 -5.767  0.28
H: 1.428 0.020 -5.359  0.42
H: 0.135 -1.028 -4.704  0.26
H: -0.515 0.728 2.609  0.74
H: -0.770 0.156 5.021  0.50
H: 0.457 -1.779 5.938  0.47
H: 1.911 -3.152 4.532  0.58
H: 3.329 -4.362 1.420  0.27
H: 2.080 -4.570 2.669  0.42
H: 3.636 -3.788 3.082  0.42
C: 0.115 2.458 -1.693  -0.76
C: 0.225 2.907 -0.282  0.78
N: 0.937 2.353 0.709  0.60
C: 0.705 3.093 1.865  -1.36
C: -0.135 4.102 1.556  -0.67
N: -0.416 3.976 0.215  0.15
C: -1.339 4.925 -0.471  -1.52
N: -2.615 4.909 0.131  0.69
N: -2.843 5.781 1.172  -0.52
N: -3.980 5.545 1.670  -0.50
C: -4.564 4.491 0.984  0.17
C: -5.815 3.894 1.153  -0.71
C: -6.129 2.858 0.304  -0.57
C: -5.229 2.426 -0.691  -0.61
C: -3.992 3.010 -0.869  -0.67
C: -3.683 4.060 -0.002  1.43
H: 0.250 1.384 -1.759  -0.18
H: 0.862 2.944 -2.323  0.29
H: -0.872 2.692 -2.087  0.24
H: 1.128 2.834 2.821  0.76
H: -0.573 4.885 2.156  0.59
H: -1.377 4.687 -1.529  0.72
H: -0.921 5.921 -0.337  0.24
H: -6.502 4.248 1.909  0.46
H: -7.091 2.371 0.386  0.41
H: -5.530 1.622 -1.350  0.42
H: -3.333 2.691 -1.666  0.32

***

The following is a DFT calculation (the ωB97M-V functional and the def2-TZVPD basis) of a molecular structure, C34H35IrN5Si at a distorted geometry.

Results
Total charge: +1
Energy relative to the best compared isomer or geometry (same formula, charge and spin) in kJ/mol: 100.0
HOMO in eV: -10.21

Last column: Mulliken charge in e.
Geometry (Å):
Ir: -0.377 0.172 -0.897  2.16
C: -0.946 1.124 -4.438  -1.09
C: -1.808 1.875 -3.477  0.84
C: -2.889 2.600 -3.963  -0.85
C: -3.641 3.376 -3.088  -0.72
C: -3.270 3.434 -1.767  -0.92
C: -2.190 2.657 -1.316  0.90
N: -1.512 1.855 -2.177  0.14
C: -1.719 2.683 0.046  0.24
C: -2.277 3.528 0.992  -0.72
C: -1.772 3.567 2.281  -1.25
C: -0.727 2.713 2.600  -1.10
C: -0.194 1.857 1.649  0.46
N: -0.659 1.858 0.353  0.50
C: 0.811 0.876 1.974  0.63
C: 1.483 0.836 3.205  -0.97
C: 2.300 -0.230 3.496  -1.01
C: 2.467 -1.237 2.547  -1.01
C: 1.832 -1.117 1.319  0.29
C: 2.010 -2.161 0.266  -1.00
N: 1.046 -0.082 1.048  1.43
H: -1.068 1.520 -5.443  0.51
H: -1.216 0.069 -4.459  0.17
H: 0.103 1.195 -4.162  0.04
H: -3.131 2.559 -5.012  0.48
H: -4.488 3.939 -3.448  0.47
H: -3.816 4.063 -1.087  0.35
H: -3.111 4.154 0.727  0.40
H: -2.193 4.238 3.012  0.49
H: -0.353 2.706 3.610  0.43
H: 1.356 1.633 3.917  0.56
H: 2.802 -0.294 4.448  0.49
H: 3.078 -2.099 2.756  0.53
H: 2.649 -2.962 0.626  0.64
H: 2.469 -1.713 -0.613  -0.22
H: 1.042 -2.575 -0.020  0.07
C: 2.546 1.300 -2.150  -1.80
N: 1.463 0.351 -2.213  0.20
C: 1.508 -0.605 -3.082  -0.32
C: 0.444 -1.524 -3.147  -0.15
C: 0.131 -2.579 -4.020  -0.84
C: -1.111 -3.056 -3.618  -0.90
C: -1.510 -2.286 -2.529  -0.74
N: -0.569 -1.376 -2.231  0.61
C: 3.360 1.151 -0.885  0.80
C: 3.160 2.008 0.186  -0.42
C: 3.943 1.890 1.321  -0.57
C: 4.911 0.905 1.402  -0.71
C: 5.103 0.037 0.342  -0.59
C: 4.329 0.160 -0.798  -0.40
H: 2.121 2.307 -2.189  0.39
H: 3.212 1.159 -3.013  0.55
H: 2.326 -0.688 -3.799  0.40
H: 0.742 -2.936 -4.826  0.55
H: -1.669 -3.846 -4.076  0.47
H: -2.424 -2.343 -1.970  0.55
H: 2.399 2.774 0.129  0.45
H: 3.811 2.587 2.132  0.48
H: 5.531 0.826 2.281  0.45
H: 5.873 -0.715 0.388  0.45
H: 4.492 -0.512 -1.631  0.40
C: -3.381 -1.647 3.997  -1.00
Si: -2.384 -2.640 2.714  -0.14
C: -0.781 -3.321 3.506  -0.89
C: -3.385 -4.015 1.846  -1.02
C: -1.882 -1.528 1.297  1.41
C: -1.505 -0.864 0.350  -1.86
H: -3.795 -2.292 4.768  0.34
H: -4.207 -1.125 3.527  0.33
H: -2.760 -0.905 4.490  0.29
H: -1.020 -4.046 4.279  0.42
H: -0.191 -2.532 3.962  0.21
H: -0.155 -3.817 2.771  0.28
H: -3.765 -4.750 2.548  0.33
H: -2.768 -4.535 1.119  0.30
H: -4.232 -3.589 1.316  0.33

***

The following is a DFT calculation (the ωB97M-V functional and the def2-TZVPD basis) of a molecular structure, C34H35N4NiO14 at a distorted geometry.

Results
Total charge: +1
<S²>: 2.005
Spin multiplicity: 3
HOMO (alpha / beta) in eV: -11.69 / -11.69

Last column: Mulliken charge in e.
Geometry (Å):
Ni: -2.124 -0.631 0.150  0.22
C: -0.582 0.913 3.258  -0.96
C: -1.193 0.223 2.084  1.61
O: -0.514 0.012 1.010  -0.71
O: -2.328 -0.252 2.197  -0.67
H: 0.042 0.117 3.667  0.33
H: -1.402 1.122 3.983  0.28
H: -0.080 1.805 3.026  0.28
O: -1.875 4.585 1.067  -0.62
C: -0.703 4.670 0.842  0.52
O: -0.184 4.202 -0.322  -0.37
C: 1.190 4.755 -0.523  -0.26
C: 1.728 5.022 0.895  -0.55
C: 0.367 5.391 1.645  -0.15
H: 1.144 5.637 -1.130  0.26
H: 1.750 3.976 -1.122  0.19
H: 2.555 5.801 0.956  0.34
H: 2.147 4.063 1.278  0.25
H: 0.271 6.544 1.508  0.30
H: 0.399 5.091 2.682  0.11
O: -3.920 -0.562 -0.679  -0.50
C: -4.708 0.228 -0.154  0.60
O: -4.303 1.289 0.433  -0.23
C: -5.459 2.006 0.940  -0.44
C: -6.714 1.181 0.641  -0.63
C: -6.175 0.148 -0.295  -0.31
H: -5.435 2.963 0.434  0.39
H: -5.433 2.028 1.995  0.28
H: -7.364 1.895 0.211  0.30
H: -7.182 0.784 1.588  0.28
H: -6.451 0.311 -1.345  0.29
H: -6.415 -0.940 -0.139  0.33
C: 4.780 -4.732 -1.068  -0.38
C: 3.520 -4.576 -1.593  -0.76
C: 2.577 -5.608 -1.319  0.50
C: 2.875 -6.654 -0.514  0.02
C: 4.133 -6.780 0.058  -0.37
C: 5.098 -5.864 -0.241  -0.55
N: 1.870 -7.531 -0.099  0.97
O: 0.775 -7.450 -0.634  -0.60
O: 2.131 -8.349 0.706  -0.60
H: 5.578 -4.056 -1.304  0.39
H: 3.223 -3.648 -2.096  0.48
H: 1.571 -5.624 -1.844  0.11
H: 4.365 -7.590 0.770  0.41
H: 6.138 -5.939 0.069  0.37
C: 4.193 2.315 -7.269  -0.36
C: 3.322 1.276 -7.285  -0.53
C: 2.950 0.698 -6.047  -0.03
C: 3.486 1.217 -4.895  0.16
C: 4.456 2.262 -4.893  -0.52
C: 4.800 2.786 -6.124  -0.40
N: 2.941 0.704 -3.659  1.01
O: 3.197 1.269 -2.607  -0.60
O: 2.125 -0.155 -3.793  -0.57
H: 4.406 2.834 -8.185  0.36
H: 2.954 0.823 -8.187  0.38
H: 2.282 -0.185 -6.180  0.34
H: 4.844 2.695 -4.003  0.47
H: 5.322 3.773 -6.204  0.28
C: -2.409 4.926 6.919  -0.39
C: -1.376 5.520 6.237  -0.64
C: -0.173 4.805 6.124  -0.01
C: -0.054 3.585 6.752  0.02
C: -1.105 2.967 7.396  -0.24
C: -2.335 3.627 7.446  -0.55
N: 1.210 2.929 6.713  0.94
O: 2.257 3.523 6.427  -0.59
O: 1.157 1.720 6.821  -0.57
H: -3.418 5.312 6.985  0.34
H: -1.444 6.496 5.804  0.45
H: 0.668 5.411 5.790  0.51
H: -0.830 2.088 7.991  0.40
H: -3.182 3.168 8.080  0.31
C: -0.902 -6.574 -3.388  -0.32
C: -0.857 -5.415 -4.185  -0.61
C: -1.295 -4.203 -3.732  -0.47
C: -1.579 -4.099 -2.387  0.14
C: -1.595 -5.258 -1.581  0.07
C: -1.280 -6.478 -2.089  -0.44
N: -2.110 -2.808 -1.906  1.13
O: -2.845 -2.241 -2.660  -0.46
O: -1.910 -2.481 -0.692  -0.63
H: -0.612 -7.555 -3.829  0.36
H: -0.485 -5.364 -5.189  0.41
H: -1.384 -3.330 -4.362  0.44
H: -1.863 -5.217 -0.465  0.27
H: -1.210 -7.343 -1.363  0.34

***

Question: total charge of number 3 (C34H35N4NiO14)?
Answer: +1

***

Question: Which formula does entry 3 have?
Answer: C34H35N4NiO14